Entry 1:
{
  "formula": "C24H71N5O9",
  "method": "wB97M-V/def2-TZVPD",
  "symbols": ["O", "O", "O", "O", "O", "O", "O", "O", "O", "N", "N", "N", "N", "N", "C", "C", "C", "C", "C", "C", "C", "C", "C", "C", "C", "C", "C", "C", "C", "C", "C", "C", "C", "C", "C", "C", "C", "C", "H", "H", "H", "H", "H", "H", "H", "H", "H", "H", "H", "H", "H", "H", "H", "H", "H", "H", "H", "H", "H", "H", "H", "H", "H", "H", "H", "H", "H", "H", "H", "H", "H", "H", "H", "H", "H", "H", "H", "H", "H", "H", "H", "H", "H", "H", "H", "H", "H", "H", "H", "H", "H", "H", "H", "H", "H", "H", "H", "H", "H", "H", "H", "H", "H", "H", "H", "H", "H", "H", "H"],
  "coordinates": [[2.000545, 0.408829, -3.888592], [-0.100626, -1.165898, 3.618390], [-3.108312, -1.226764, 0.553857], [-1.433071, -1.568103, -1.659200], [0.383291, 0.619309, 0.672927], [-1.116177, 1.679089, -0.021763], [2.205569, 0.402516, 1.186610], [1.668340, 5.743194, 1.433476], [1.786201, -4.299927, 1.897523], [-0.399508, 3.625763, -0.761153], [1.731284, -2.389838, -1.358335], [-0.313045, -4.572692, 2.095316], [-3.698060, 1.019645, 2.441302], [-2.404837, 0.954763, -4.170765], [-3.167916, -0.704580, -0.780398], [-0.348030, 1.578447, -1.216145], [0.266148, -0.720293, 0.253003], [1.566378, -0.827305, -3.338817], [0.253910, 3.941991, 0.516483], [0.193436, -2.273244, 2.663751], [1.845527, -1.011411, -1.839408], [3.288535, -0.561931, -1.411518], [-3.829874, -0.761770, -3.009605], [2.077808, 0.366561, -5.314781], [-1.461656, 1.487747, 2.715392], [-2.600288, 0.056178, -3.010353], [2.020094, -3.251973, 1.003830], [-1.379793, -0.787202, -2.805616], [0.229932, 0.134177, 3.056673], [1.193264, 2.766227, 0.701797], [-2.469504, 0.933904, 1.735966], [-0.281824, -2.382687, -1.464738], [-2.235688, -0.563957, 1.455387], [0.904236, 5.352538, 0.355892], [2.672801, 1.037432, -0.016193], [0.807952, -4.169754, 4.321118], [-0.134726, -3.629805, 3.219813], [0.900711, 5.886289, 2.597114], [1.561746, 6.281486, 3.368425], [0.715286, 1.789972, 0.782747], [-1.049914, 1.926458, -1.974012], [0.505120, -0.816237, -3.587226], [4.041576, -1.012524, -2.058049], [-2.345987, 1.563500, 0.854790], [-3.824038, -1.373648, -3.911638], [0.624245, -1.789510, -1.341114], [0.304409, 0.906626, 3.822106], [1.937008, -3.051532, -2.093147], [1.930953, 2.760314, -0.100614], [0.597762, 2.119728, -1.191820], [-1.204549, -4.479869, 1.629812], [1.198986, -2.535744, 1.033643], [-0.089077, 0.543069, -1.437574], [0.518369, 4.961117, 3.028377], [0.876030, -4.261094, 2.200304], [-3.655399, 0.268394, -0.718890], [2.440607, -2.518111, -0.650866], [-1.299045, -1.373968, -3.720649], [3.529030, 0.552449, -0.484990], [1.240273, -2.370666, 2.376089], [-1.395595, 0.843373, 3.592039], [1.303979, 0.839909, 0.831924], [0.792078, -3.506035, 5.185599], [-2.191682, -1.166763, 2.362468], [1.836071, 1.069931, -0.713980], [2.982727, -0.199979, -5.534434], [-2.416965, 0.346358, -4.976873], [-0.418971, -5.457908, 2.569971], [-3.928136, -1.426420, -2.151304], [-0.505778, -0.143625, -2.705586], [0.087909, 6.608563, 2.521119], [-4.693500, -0.098717, -2.958391], [-1.122438, -3.629095, 3.680811], [1.854118, -4.135124, 4.017055], [-0.791341, 0.970213, 0.538219], [-0.489223, 1.552015, 2.227198], [1.200365, 0.136141, 2.560309], [2.195973, 1.435068, -5.494852], [-0.386701, -2.052721, 1.767698], [-3.183868, 1.571908, -4.350561], [3.430215, 0.509042, -1.556555], [2.107818, -1.626074, -3.845681], [-3.784815, -1.323058, -1.432338], [-3.904465, 2.005582, 2.514976], [3.494445, -0.741526, -0.356318], [-0.973614, 4.403326, -1.054218], [1.256317, -0.137998, -5.823383], [-4.414084, 0.611922, 1.857217], [-1.025552, 2.840258, -0.655598], [-2.609096, 0.673030, -2.111737], [-2.187191, -0.700044, -1.256067], [1.767509, 2.877037, 1.621617], [0.091333, 6.070279, 0.245751], [-0.501643, 0.481410, 2.327066], [-1.208579, -0.691752, 1.113621], [2.673416, -0.435590, 1.203403], [0.589150, -5.193776, 4.623748], [1.928567, -3.610906, -0.021292], [-0.182065, -3.129931, -2.251989], [0.747216, -0.874561, -0.712850], [2.898025, 2.079184, 0.212161], [-0.419455, 3.880563, 1.371410], [1.443940, 5.336248, -0.590971], [2.967836, -2.729058, 1.132095], [1.124444, -0.407690, -1.288354], [0.526380, -1.488370, 0.981316], [-0.251668, -2.960194, -0.540786], [-0.757287, -0.994415, -0.002992], [-1.622540, 2.504288, 3.074376]],
  "forces_ev_per_a": [[0.0, -0.2, 0.9], [0.9, -1.5, -0.6], [0.2, -0.1, 0.3], [3.1, -5.8, -2.7], [-5.4, -9.7, -1.4], [-3.4, 0.3, -4.5], [12.6, -1.4, 1.9], [0.8, 0.1, 0.6], [7.1, 0.9, -1.1], [-0.2, 6.3, -0.1], [9.1, -0.7, -0.8], [-5.3, -1.8, 0.8], [-1.8, 0.3, 0.3], [0.4, -1.2, 0.0], [-2.2, 1.9, 6.0], [0.3, -3.4, -1.9], [-0.2, -0.5, 0.6], [0.8, -0.1, -0.9], [-0.3, -0.6, -0.8], [-0.8, 1.7, 3.0], [5.3, 1.5, -3.4], [0.4, -2.7, -5.2], [-1.9, -0.4, -4.4], [0.9, 0.3, 1.3], [-2.3, 3.6, 0.5], [0.4, 2.2, 1.0], [-0.9, -2.8, -0.7], [0.9, 0.2, -2.1], [3.4, -4.3, 0.6], [0.8, 5.0, 1.1], [-0.6, -0.4, 1.2], [-3.4, 0.0, -1.6], [0.7, 0.2, 0.3], [-1.5, -1.6, -0.3], [3.4, 3.0, 1.8], [0.6, 0.8, 0.0], [-3.2, 0.4, 2.9], [0.6, 0.4, 1.2], [0.2, 0.1, -0.1], [0.0, 6.0, -0.2], [0.9, -0.2, -0.8], [0.9, -1.1, 0.1], [0.0, -0.9, 0.0], [-2.0, -0.6, 0.8], [-0.4, 0.2, -0.6], [-6.2, -1.9, -1.5], [0.1, -0.7, 0.4], [-0.1, -0.1, -0.2], [-2.1, 2.0, 0.3], [-0.7, -0.5, -0.7], [-0.2, 0.7, -0.1], [1.6, -1.3, -1.2], [-0.9, 0.5, 0.3], [-0.1, -0.3, -0.4], [1.7, -0.6, -2.0], [-0.6, 0.3, 0.0], [0.8, 0.4, -1.0], [0.3, -0.6, -0.1], [-0.9, 3.3, 4.7], [-0.5, 1.5, 1.9], [-1.2, 0.9, 0.0], [-2.0, -1.5, 0.7], [-0.6, -0.1, 0.1], [-0.8, 0.4, 0.4], [0.9, -0.1, -0.1], [0.2, 0.1, -0.5], [0.2, -0.1, -0.5], [0.3, -0.6, -0.2], [-1.6, -1.1, -9.0], [-0.9, 0.0, -0.7], [-0.3, 0.0, -0.5], [-0.3, -0.2, -0.3], [-0.1, 0.7, 0.4], [-0.2, -0.2, -0.2], [-0.5, 0.3, 0.1], [-1.4, 3.4, 0.3], [-0.3, -0.7, 1.2], [-0.1, -0.3, -1.0], [-0.5, -1.2, 1.0], [-0.3, 0.1, 0.6], [0.2, -1.6, -3.4], [0.0, -0.4, -0.4], [1.8, 0.7, 10.3], [-0.5, 0.2, 0.2], [0.2, -1.9, -0.8], [-0.1, 0.6, -0.1], [-0.4, 0.4, 0.2], [-0.4, -0.1, 0.0], [-0.6, 3.7, 0.7], [-0.3, 0.8, -1.0], [-3.4, 2.4, 3.4], [0.4, 0.4, 0.3], [-0.4, 0.2, -0.2], [2.9, -4.8, 1.3], [-2.1, 0.5, 1.2], [-0.2, -0.5, 0.5], [-0.3, 0.1, 0.0], [0.4, -1.4, 1.2], [-0.1, 0.1, -0.5], [-2.7, -0.6, 6.8], [1.4, -1.7, 0.3], [-0.5, 0.5, 0.1], [0.5, 0.1, 0.3], [0.4, 0.1, 0.3], [3.2, 2.3, -4.3], [0.4, 2.3, -1.1], [-1.1, 0.2, 0.2], [1.2, 0.8, -0.4], [-1.2, 0.5, -0.2]],
  "total_energy_ha": -1905.9640,
  "lumo_ha": 0.010,
  "de_lowest_kj_mol": 5006.7,
  "fmax_ev_per_a": 12.80,
  "orbital_gap_ev": 7.880
}

Entry 2:
{
  "formula": "C41H54BrFN14O5",
  "method": "wB97M-V/def2-TZVPD",
  "symbols": ["Br", "F", "O", "O", "O", "O", "O", "N", "N", "N", "N", "N", "N", "N", "N", "N", "N", "N", "N", "N", "N", "C", "C", "C", "C", "C", "C", "C", "C", "C", "C", "C", "C", "C", "C", "C", "C", "C", "C", "C", "C", "C", "C", "C", "C", "C", "C", "C", "C", "C", "C", "C", "C", "C", "C", "C", "C", "C", "C", "C", "C", "C", "H", "H", "H", "H", "H", "H", "H", "H", "H", "H", "H", "H", "H", "H", "H", "H", "H", "H", "H", "H", "H", "H", "H", "H", "H", "H", "H", "H", "H", "H", "H", "H", "H", "H", "H", "H", "H", "H", "H", "H", "H", "H", "H", "H", "H", "H", "H", "H", "H", "H", "H", "H", "H", "H"],
  "coordinates": [[-8.447998, 2.019212, 0.940622], [-1.904383, -1.320699, 0.430840], [-7.694411, -0.202552, 2.637538], [-4.992238, -1.375944, 0.243612], [-3.651643, -1.470003, -1.845722], [-4.972113, 0.348437, -2.763523], [-6.513951, -3.258262, 0.844484], [-1.519029, 3.184834, 8.266127], [1.979859, 2.209368, -6.847089], [-2.085993, -2.161346, 9.324711], [5.380971, -2.002744, -9.054414], [-1.065815, 5.539516, 3.023218], [4.525000, 7.941383, 2.021887], [-2.258286, -5.103343, 4.345325], [1.682024, -2.880547, -7.543404], [3.198074, 4.427218, 6.528291], [1.821085, 2.848046, 0.118734], [-0.115586, -0.199091, -3.275358], [5.556438, -1.925154, -5.157689], [2.403084, -6.160147, -7.438360], [2.843768, -6.446889, 3.972944], [0.279480, 5.077198, 9.224326], [2.791199, -0.146985, -5.612933], [-1.869060, -4.239757, 5.177603], [-2.552547, 0.277472, 10.577034], [-3.384363, 1.144863, -0.929908], [-4.032434, -0.051650, -1.867554], [-0.104270, -1.285234, -8.956892], [-4.482854, 1.926660, 0.060545], [-3.021877, -3.269702, 1.655216], [4.928911, -2.984402, -5.430028], [-6.317325, -1.987369, 0.419089], [-1.311612, 2.771971, 0.170076], [-2.297517, -1.055541, 9.892529], [2.277897, 1.765357, -0.338510], [0.363336, -7.580585, 3.428876], [-2.726907, -2.535962, 0.220658], [2.691442, -4.898854, -9.900029], [-0.703540, 4.042848, 8.700586], [-0.840421, 4.930363, 4.104002], [6.196460, -1.144729, -8.619955], [-1.399812, -3.198734, 6.180892], [-4.028989, 3.112177, 1.099625], [4.172475, -4.261321, -5.758349], [-7.864067, 0.107711, 1.330597], [7.179480, -0.110380, -8.096216], [-4.115632, -2.163554, -0.634437], [2.828617, 0.460208, -0.889693], [-1.793282, 1.563939, -0.882649], [0.872087, -2.157195, -8.184285], [-1.534123, 0.518212, -5.557254], [2.533849, -5.588265, -8.554522], [-7.621558, -0.984556, 0.116982], [2.347723, 1.140966, -6.287486], [-0.758788, 0.126155, -4.309994], [-0.568749, 4.196014, 5.406859], [4.786272, 8.457565, 4.742018], [3.986894, 4.195847, 3.871592], [4.643483, 8.175419, 3.255238], [-2.425109, 3.497216, 1.132984], [1.719092, -6.960906, 3.726255], [3.555745, 4.322330, 5.323702], [-2.169167, -2.893510, 2.401182], [-3.039610, 0.966507, 9.881603], [-1.334439, -3.644186, 7.177347], [-1.436090, -0.261437, -6.317608], [-3.199723, 0.132374, 11.446351], [1.165144, 4.578934, 9.628022], [3.644539, 0.102555, -0.255692], [6.711717, 0.481113, -7.304422], [-1.605954, 0.714362, 10.906773], [-0.637364, -1.888134, -9.697111], [0.584884, 5.745031, 8.414171], [0.436212, -0.485896, -9.471247], [3.696444, -4.171073, -6.738590], [4.862214, -5.109618, -5.774245], [3.804882, 8.427050, 5.223209], [2.154108, -3.946562, -9.896196], [4.980185, 3.742104, 3.815786], [-1.144495, 1.457815, -5.958451], [-0.148906, 3.030501, 0.201210], [-5.635106, 1.616630, 0.030444], [4.020247, 5.184262, 3.405157], [3.749628, -4.709825, -10.100398], [-0.830033, -0.840072, -8.270788], [0.225093, -7.674017, 2.348236], [3.790641, -0.424179, -5.959172], [3.402174, -4.442796, -5.003802], [-2.105535, 4.336564, 1.918184], [2.094030, -0.953816, -5.855015], [-2.908537, -4.440520, 1.497662], [5.226288, 9.447099, 4.893123], [-4.862820, 3.583808, 1.776245], [2.286545, -5.532941, -10.693512], [8.065144, -0.608644, -7.692519], [5.432731, 7.706162, 5.203671], [-2.105515, -2.363991, 6.209638], [3.207034, 0.614039, -1.903972], [2.039483, -0.296275, -0.914997], [-4.581797, -3.217505, -0.946870], [-0.188283, 5.668690, 10.016119], [7.484884, 0.557454, -8.906370], [-2.592262, 0.646756, -5.313415], [0.496687, 4.245794, 5.647703], [2.815204, -0.010628, -4.528281], [-0.432015, -6.950537, 3.836425], [-4.057517, -3.025448, 2.140516], [-2.113952, -3.250644, -0.489793], [-0.414231, -2.822067, 5.893919], [-0.863821, 3.147400, 5.312296], [-7.360378, -0.349090, -0.846413], [-1.139225, 4.654548, 6.219219], [-8.563557, -1.668213, -0.004877], [0.299382, -8.573137, 3.883135], [3.277511, 3.568115, 3.325397], [-1.051169, 0.982995, -1.588354]],
  "forces_ev_per_a": [[0.6, -2.1, 0.0], [-1.9, -2.4, -0.5], [-1.1, 2.1, -9.3], [-2.8, -2.3, -1.5], [-2.1, 2.8, 1.6], [5.9, -3.0, 5.6], [1.7, 8.6, -3.2], [6.5, 6.8, 3.6], [2.8, -8.5, 4.4], [-1.7, 8.9, 4.6], [6.5, 6.8, 3.5], [2.0, -4.6, 8.9], [1.0, 1.8, 9.9], [3.2, 6.8, 6.6], [-6.5, 5.9, -5.1], [2.8, -0.8, -9.5], [4.0, -8.7, -3.6], [-5.0, 2.6, -8.3], [-4.9, -8.3, -2.2], [1.0, 4.5, -9.0], [-9.0, -4.1, -2.0], [-0.8, -0.8, -0.4], [-0.3, 1.1, -0.6], [-2.5, -5.7, -5.5], [0.2, -1.1, -0.6], [1.0, 2.0, 2.6], [-4.0, 3.1, -3.9], [0.8, -0.7, 0.6], [3.1, 1.1, 0.4], [1.0, 0.1, -0.1], [4.1, 6.8, 1.8], [-1.0, -5.0, 2.4], [-4.1, -1.4, -0.3], [1.4, -7.3, -3.8], [-3.0, 7.1, 3.0], [1.1, 0.5, 0.3], [-0.4, -0.3, 0.0], [-0.1, -0.6, 1.0], [-5.3, -5.7, -2.7], [-1.4, 4.0, -7.0], [-5.4, -5.7, -2.8], [-0.4, -0.9, -0.8], [2.9, -3.1, -3.4], [0.7, 1.1, 0.2], [1.2, -2.5, 7.5], [-0.8, -0.8, -0.4], [2.5, -1.7, 1.4], [-0.5, 1.0, 0.5], [-3.2, 1.5, 2.5], [5.3, -4.7, 4.2], [0.6, -0.2, 1.0], [-0.9, -3.8, 7.3], [1.2, 0.7, 0.0], [-2.5, 6.9, -3.6], [4.2, -2.1, 6.7], [-0.2, 0.7, -1.2], [-0.1, -0.2, -1.2], [-0.3, 0.1, 1.2], [-0.8, -1.5, -8.1], [-1.3, -2.2, -1.9], [7.4, 3.4, 1.6], [-2.3, 0.7, 7.9], [-1.9, -1.0, -1.7], [0.1, -0.2, 0.0], [-0.1, 0.0, -0.2], [0.0, 0.0, 0.3], [0.1, -0.1, -0.2], [-0.2, 0.0, -0.2], [-0.1, 0.2, 0.0], [0.0, -0.2, -0.1], [-0.1, -0.2, -0.1], [0.1, 0.0, 0.2], [-0.1, -0.2, 0.0], [0.0, -0.2, 0.2], [0.2, 0.2, 0.4], [0.0, 0.2, 0.0], [0.1, 0.0, -0.2], [0.1, -0.2, 0.2], [-0.2, 0.1, 0.1], [0.1, -0.1, 0.2], [-3.1, -0.5, 0.0], [2.9, 0.7, -0.1], [-0.1, -0.1, 0.1], [-0.1, 0.0, 0.2], [0.2, -0.1, -0.1], [0.1, 0.1, 0.2], [-0.2, 0.1, 0.0], [0.1, 0.1, -0.1], [-0.7, -2.2, -2.3], [0.1, 0.2, 0.0], [-0.3, 2.6, 0.5], [-0.1, -0.2, -0.1], [2.0, -0.9, -1.4], [0.1, 0.0, 0.2], [-0.2, 0.0, -0.1], [-0.1, 0.1, -0.2], [0.0, -0.2, 0.0], [-0.1, 0.1, 0.2], [0.0, 0.2, 0.0], [0.7, 2.6, 0.6], [0.0, -0.2, -0.2], [-0.1, -0.2, 0.1], [0.2, -0.1, 0.1], [-0.1, 0.0, -0.1], [-0.1, 0.1, -0.2], [0.2, 0.0, 0.0], [2.0, -0.4, -1.2], [-1.1, 1.6, 1.5], [-0.2, -0.2, -0.1], [0.0, 0.2, 0.0], [-0.7, -1.5, 1.9], [0.0, -0.1, -0.4], [1.9, 1.4, 0.3], [0.1, 0.2, 0.0], [0.0, 0.1, 0.2], [-1.6, 1.4, 1.7]],
  "total_energy_ha": -5410.3708,
  "lumo_ha": -0.020,
  "fmax_ev_per_a": 10.23,
  "orbital_gap_ev": 7.428
}